{"formula": "C27H37N7O5PPd", "method": "the ωB97M-V functional and the def2-TZVPD basis", "largest_force_ev_per_a": 0.4, "relative_energy_kj_mol": 0.0, "spin_multiplicity": 3, "total_charge": 1, "homo_lumo_gap_ha": [0.2861, 0.2836], "elements": ["Pd", "C", "P", "C", "C", "O", "H", "H", "H", "H", "H", "H", "H", "H", "H", "C", "N", "C", "C", "O", "N", "C", "N", "H", "H", "H", "H", "H", "H", "H", "N", "C", "N", "C", "N", "C", "O", "C", "C", "C", "C", "C", "C", "N", "C", "C", "C", "C", "C", "C", "C", "O", "H", "H", "H", "H", "H", "H", "H", "H", "H", "H", "H", "H", "H", "C", "C", "C", "O", "C", "H", "H", "H", "H", "H", "H", "H", "H"], "xyz": [[0.37886, 0.45833, -0.00946], [-0.96001, 3.52669, 2.41572], [-0.51605, 1.86063, 2.91389], [0.06042, 1.95875, 4.60972], [-2.04005, 0.90774, 2.94536], [0.54614, 1.24498, 2.03887], [-1.64538, 3.97922, 3.13295], [-1.43381, 3.47979, 1.43511], [-0.05511, 4.13131, 2.34872], [-0.71483, 2.36422, 5.26126], [0.94320, 2.59587, 4.65817], [0.32700, 0.95701, 4.94737], [-2.83597, 1.47635, 3.42801], [-1.87549, -0.02441, 3.48998], [-2.32597, 0.66361, 1.92173], [5.86316, -1.57136, -0.37686], [4.62140, -0.82969, -0.31212], [4.48732, 0.57234, -0.67645], [3.01938, 0.80062, -0.37222], [2.34516, 1.79352, -0.59530], [2.49090, -0.32599, 0.17603], [3.44706, -1.25516, 0.17569], [3.23609, -2.48148, 0.64930], [6.45790, -1.18831, -1.20315], [5.66933, -2.62354, -0.58250], [6.44007, -1.48286, 0.54551], [4.70072, 0.74474, -1.73183], [5.12252, 1.21997, -0.06894], [2.29343, -2.72933, 0.90493], [3.92225, -3.20898, 0.56698], [0.19524, -0.27063, -2.03770], [-0.66899, -0.70360, -2.69806], [-1.56539, -1.18327, -3.49525], [-2.58512, -1.80356, -2.93571], [-3.50679, -2.35756, -2.49784], [-5.52431, -2.73272, 3.59122], [-4.90447, -3.16823, 2.38833], [-5.02941, -4.47240, 2.03889], [-5.72068, -5.43544, 2.76551], [-5.79352, -6.74129, 2.29489], [-5.18607, -7.10561, 1.10556], [-4.48494, -6.15074, 0.38441], [-4.39456, -4.85228, 0.85264], [-3.70252, -3.87767, 0.07552], [-2.70689, -3.10858, 0.40918], [-1.88669, -3.03865, 1.55273], [-1.85584, -3.96854, 2.61888], [-0.90901, -3.88079, 3.59875], [0.04932, -2.84490, 3.53749], [0.05920, -1.92090, 2.52678], [-0.92502, -1.96671, 1.49334], [-0.97798, -1.11478, 0.53602], [-5.31944, -1.66797, 3.66297], [-5.10124, -3.24414, 4.45868], [-6.60364, -2.89149, 3.55969], [-6.21266, -5.17510, 3.68956], [-6.34017, -7.47661, 2.87037], [-5.25288, -8.12074, 0.74036], [-3.99443, -6.40733, -0.54668], [-4.01658, -3.72561, -0.88463], [-2.44279, -2.42404, -0.38207], [-2.57371, -4.77760, 2.64228], [-0.88075, -4.60072, 4.40436], [0.79775, -2.77814, 4.31934], [0.77258, -1.10681, 2.51184], [-3.03812, 1.86496, -2.17447], [-2.32714, 3.21706, -2.12852], [-1.03969, 2.86651, -1.40883], [-1.41569, 1.84840, -0.43749], [-2.69966, 1.27102, -0.81649], [-2.62895, 1.24697, -2.97287], [-4.11268, 1.94659, -2.32320], [-2.90697, 3.94273, -1.55432], [-2.13838, 3.63303, -3.11636], [-0.58208, 3.68881, -0.86070], [-0.30373, 2.43711, -2.09087], [-3.42506, 1.56604, -0.05464], [-2.60288, 0.18937, -0.81501]], "forces_ev_per_angstrom": [[-0.071, -0.015, 0.080], [0.016, -0.005, -0.026], [-0.126, 0.002, 0.032], [-0.016, 0.007, 0.008], [0.001, 0.003, 0.029], [0.096, 0.040, -0.045], [0.002, -0.008, 0.001], [0.009, -0.002, 0.015], [-0.007, -0.003, 0.001], [0.016, -0.001, -0.009], [-0.003, -0.005, -0.002], [0.002, 0.006, 0.004], [0.000, -0.012, 0.009], [-0.003, 0.038, -0.035], [0.003, 0.020, 0.018], [-0.010, -0.002, 0.027], [-0.029, -0.040, -0.023], [0.003, 0.007, -0.005], [0.006, 0.031, -0.017], [0.018, 0.100, -0.048], [-0.036, -0.041, -0.023], [0.007, -0.035, 0.067], [0.007, -0.011, -0.072], [0.001, 0.007, 0.003], [0.000, 0.004, -0.005], [-0.002, -0.004, 0.000], [-0.002, 0.005, -0.001], [-0.002, 0.007, 0.001], [-0.011, 0.010, 0.043], [0.006, 0.005, 0.016], [-0.294, -0.028, -0.271], [0.271, -0.100, 0.117], [-0.048, 0.125, 0.230], [0.081, -0.037, -0.135], [0.016, -0.077, 0.117], [0.012, -0.057, -0.025], [-0.023, -0.095, -0.003], [-0.049, 0.104, 0.092], [0.030, 0.044, -0.027], [0.002, 0.020, 0.013], [0.009, -0.001, -0.009], [0.015, -0.014, -0.010], [0.014, -0.032, -0.018], [-0.051, -0.045, -0.099], [-0.019, -0.067, -0.033], [0.104, 0.045, -0.006], [-0.027, 0.006, -0.025], [0.078, 0.031, 0.028], [-0.056, -0.079, 0.024], [-0.080, 0.040, -0.065], [0.114, -0.075, -0.041], [-0.104, 0.050, 0.190], [0.003, -0.027, -0.010], [0.001, -0.011, -0.004], [-0.006, -0.008, -0.009], [-0.021, 0.029, 0.042], [0.001, 0.009, -0.003], [0.001, 0.011, 0.006], [-0.009, 0.006, 0.011], [-0.038, 0.083, -0.051], [0.009, 0.110, -0.073], [0.008, 0.019, 0.003], [-0.002, 0.009, 0.002], [0.003, 0.002, -0.004], [0.053, -0.002, -0.024], [0.019, 0.011, 0.057], [0.001, 0.014, 0.012], [-0.024, -0.064, 0.023], [0.050, -0.039, -0.038], [0.058, 0.083, -0.030], [0.008, -0.021, -0.032], [-0.010, 0.004, -0.003], [0.004, -0.008, 0.007], [-0.004, 0.005, 0.003], [-0.004, 0.010, 0.009], [0.018, -0.013, -0.002], [-0.012, 0.013, 0.014], [0.023, -0.089, 0.009]]}